The following is a quantum chemistry calculation of C31H51Cl2N2OPTi as an isolated structure at a distorted geometry, from the OMol25 dataset.

XYZ file:
```
89
Properties=species:S:1:pos:R:3
P 0.14729 -0.96801 -4.09987
C 1.70726 -0.37444 -5.05653
C 1.93901 -0.76332 -6.52823
C 3.33232 -0.32255 -6.99862
C 3.62338 1.16303 -6.74318
C 3.25510 1.60948 -5.32456
C 1.84846 1.14365 -4.91628
C -1.27504 -0.09704 -5.03516
C -1.16255 0.04818 -6.55439
C -2.47216 0.59397 -7.14583
C -2.91026 1.90869 -6.49614
C -2.88297 1.86082 -4.96097
C -1.57922 1.26939 -4.39949
C -0.02916 -2.64887 -4.93090
C 1.17773 -3.55340 -4.61180
C 1.07161 -4.94461 -5.26131
C -0.26248 -5.64063 -4.97967
C -1.46290 -4.74231 -5.28934
C -1.37147 -3.34585 -4.64167
H 2.49653 -0.86676 -4.45622
H 1.19193 -0.27222 -7.16233
H 1.83087 -1.84303 -6.69608
H 3.44480 -0.55238 -8.06654
H 4.07698 -0.92605 -6.46283
H 4.68784 1.35535 -6.91651
H 3.06323 1.77102 -7.46613
H 3.97683 1.18999 -4.60990
H 3.31320 2.70162 -5.23613
H 1.63224 1.46180 -3.88775
H 1.11535 1.63462 -5.57429
H -2.12512 -0.76884 -4.82374
H -3.25250 -0.16388 -6.99499
H -0.92060 -0.90521 -7.04778
H -0.35690 0.75628 -6.79473
H -2.35070 0.72217 -8.22934
H -3.92481 2.15203 -6.82949
H -2.25553 2.71984 -6.84179
H -3.03296 2.86638 -4.54866
H -3.72296 1.24460 -4.61116
H -1.64296 1.16829 -3.30631
H -0.74822 1.96070 -4.60763
H -0.01843 -2.40362 -6.00877
H 2.12051 -3.08780 -4.93721
H 1.26722 -3.68278 -3.52293
H 1.20017 -4.84080 -6.34768
H 1.89741 -5.57416 -4.90854
H -0.29949 -5.92855 -3.92046
H -0.33138 -6.56246 -5.56703
H -2.38836 -5.23179 -4.96191
H -1.54536 -4.61590 -6.37818
H -2.21102 -2.74485 -5.02176
H -1.52779 -3.43884 -3.55675
Ti -0.06401 -0.30505 -0.12837
Cl -1.76431 -1.05844 -1.34723
Cl 1.86109 -0.09210 -1.23854
C -0.54091 1.42733 0.60403
H -0.97081 1.25978 1.60265
C -0.58606 2.78918 0.14504
C -1.23000 3.82392 0.88654
C -1.28174 5.12248 0.39193
C -0.68434 5.44304 -0.83584
C -0.01897 4.44970 -1.56110
C 0.04838 3.15174 -1.07215
H -1.67982 3.55599 1.84822
H -1.78445 5.89416 0.97474
H 0.46167 4.69861 -2.50881
H 0.61648 2.37883 -1.60165
H -0.74714 6.46679 -1.21572
C -1.32122 -2.95061 2.87640
N -0.38986 -2.05404 3.54951
C -0.30429 -2.18738 4.98757
C 0.91351 -1.48344 5.51231
C 1.10932 -0.12671 4.90659
N 1.06510 -0.24131 3.46336
C 1.79149 0.79998 2.73554
C 0.25602 -1.11983 2.85923
O 0.08711 -1.10805 1.56122
H -2.18556 -2.42125 2.44716
H -1.69299 -3.64886 3.63822
H -0.82827 -3.53601 2.08853
H -1.21738 -1.77990 5.44499
H -0.26430 -3.26247 5.19304
H 1.79986 -2.08247 5.30557
H 0.82880 -1.38912 6.59832
H 2.09252 0.28390 5.14790
H 0.34992 0.58839 5.26862
H 1.16213 1.67771 2.52711
H 2.60320 1.11153 3.41006
H 2.22896 0.42901 1.80259
```

Values from the calculation:
2S+1	1
HOMO-LUMO gap (spin up / spin down)	6.168 / 6.167	eV

Löwdin atomic charge list, values in e, 8 entries: 1.0530, -0.4409, -0.2145, -0.1979, -0.2058, -0.1983, -0.2355, -0.4420

***

The following is a quantum chemistry calculation of C24H36BiBrN2O4P as an isolated structure, from the OMol25 dataset.

XYZ file:
```
69
Properties=species:S:1:pos:R:3
Bi -0.46832 1.32490 -1.43417
C 4.76020 3.17537 -0.79360
O 3.57834 3.94789 -0.52050
C 2.41864 3.40075 -0.87121
O 2.28656 2.29558 -1.36424
N 1.40305 4.26325 -0.61784
N 0.06559 3.86453 -0.67248
H 5.57573 3.88795 -0.85247
H 4.65410 2.63346 -1.72951
H 4.93941 2.46947 0.01695
H 1.63618 5.10999 -0.12210
H -0.45474 4.54147 -1.21859
H -0.30876 3.79559 0.27854
C -5.32065 2.08121 -0.49522
C -4.48540 1.88790 0.59661
C -3.12066 1.71457 0.40931
C -2.58779 1.72716 -0.87357
C -3.42964 1.94459 -1.96330
C -4.79330 2.11631 -1.77894
H -6.38401 2.21208 -0.34435
H -4.89981 1.86548 1.59629
H -2.47387 1.58373 1.26965
H -3.02053 1.97601 -2.97146
H -5.44104 2.26866 -2.63224
Br 5.23980 -0.39023 2.16306
C 3.55211 0.08237 2.89389
C 3.24985 -0.22626 4.21038
C 2.00386 0.11703 4.71559
C 1.07161 0.76486 3.91817
C 1.38431 1.05184 2.59709
C 2.62837 0.70713 2.07742
C 0.38808 1.68088 1.66942
O -0.27666 2.65754 1.96674
O 0.33334 1.01653 0.53830
H 3.98054 -0.72288 4.83373
H 1.75758 -0.13407 5.73858
H 0.10370 1.04139 4.31622
H 2.86503 0.92498 1.04379
C -1.94714 -3.82704 -1.36978
C -1.86277 -2.36675 -1.81160
C -3.20421 -1.66362 -1.59474
P -0.46377 -1.40319 -1.03754
C 1.02001 -1.77462 -2.10196
C 2.29281 -1.27963 -1.41004
C 1.16098 -3.21996 -2.57698
C -0.10708 -1.95397 0.69833
C -1.33488 -1.69379 1.57441
C 0.43725 -3.36875 0.88910
H -2.70825 -4.33486 -1.96408
H -2.24416 -3.90183 -0.32403
H -1.00733 -4.35832 -1.50808
H -1.63042 -2.33741 -2.88176
H -3.43205 -1.54316 -0.53424
H -4.00281 -2.25845 -2.04133
H -3.22374 -0.68017 -2.05549
H 0.84135 -1.15157 -2.98847
H 2.18727 -0.25849 -1.04837
H 2.55743 -1.92273 -0.56924
H 3.12395 -1.29823 -2.11592
H 1.31649 -3.90704 -1.74630
H 2.02762 -3.29161 -3.23614
H 0.29057 -3.54693 -3.14501
H 0.67496 -1.25463 0.99485
H -2.12011 -2.42784 1.38955
H -1.74313 -0.69674 1.39849
H -1.05322 -1.76344 2.62611
H -0.27144 -4.13789 0.59001
H 0.64292 -3.50894 1.95242
H 1.37204 -3.52742 0.35388
```

Values from the calculation:
charge	+1
2S+1	1
HOMO-LUMO gap	8.557	eV

Löwdin atomic charge list, values in e, 8 entries: 1.7078, -0.0096, -0.0065, -0.5895, -0.0283, 0.0336, -0.0117, 0.0998

***

The following is a quantum chemistry calculation of the molecule C19H22N2O3S at a distorted geometry, from the OMol25 dataset.

XYZ file:
```
47
Properties=species:S:1:pos:R:3
C -4.94699 -2.15254 -4.02040
C -3.78317 -1.25098 -3.74273
C -3.72899 -0.48755 -2.58379
C -2.65962 0.35476 -2.33846
C -1.61856 0.44962 -3.25388
C -0.49434 1.41600 -3.04348
O -0.40757 2.44193 -3.69348
N 0.41982 1.07594 -2.10414
C 0.39339 -0.10148 -1.27107
C 0.25880 0.31998 0.20004
N 1.27343 1.27920 0.57804
S 2.75423 0.57533 0.97601
O 3.72674 1.62604 1.01315
O 3.03056 -0.57971 0.16325
C 2.39096 0.03715 2.63897
C 2.31496 -1.30771 2.94116
C 2.01926 -1.69541 4.23711
C 1.80068 -0.74536 5.22888
C 1.50670 -1.16209 6.63627
C 1.88482 0.60557 4.89940
C 2.17876 0.99962 3.60740
C 1.34220 2.42456 -0.30879
C 1.49341 1.98761 -1.76713
C -1.67448 -0.29818 -4.42346
C -2.74225 -1.14346 -4.65823
H -4.61085 -3.09731 -4.44282
H -5.61568 -1.68373 -4.74264
H -5.51210 -2.35185 -3.11324
H -4.53367 -0.55068 -1.86493
H -2.63787 0.95014 -1.43654
H -0.43268 -0.75130 -1.56076
H 1.34065 -0.64046 -1.38648
H 0.36526 -0.54760 0.85279
H -0.72008 0.77975 0.37327
H 2.49758 -2.02910 2.15998
H 1.95983 -2.74576 4.48165
H 0.79743 -0.48189 7.10175
H 2.42394 -1.14214 7.22498
H 1.10596 -2.17175 6.66944
H 1.71968 1.34967 5.66461
H 2.25514 2.03933 3.33336
H 2.20138 3.01684 0.00419
H 0.42479 3.00798 -0.18066
H 1.43295 2.84196 -2.44356
H 2.45520 1.47775 -1.89174
H -0.87632 -0.21276 -5.14547
H -2.77331 -1.72590 -5.56783
```

Values from the calculation:
2S+1	1
SMILES	Cc1ccc(C(=O)N2CCN(S(=O)(=O)c3ccc(C)cc3)CC2)cc1
HOMO-LUMO gap	9.427	eV

Löwdin atomic charge list, values in e, 8 entries: -0.0522, -0.2797, -0.0375, -0.0326, -0.1627, -0.4248, 0.0742, -0.0381